Entry 1:
DFT (wB97M-V/def2-TZVPD) results for a structure of composition C47H37N3O2P2TeTl.

Geometry as XYZ:
```
93
Properties=species:S:1:pos:R:3:forces:R:3:mulliken_charge:R:1
Tl 0.102 0.508 -2.651 0.0 0.0 0.0 1.455
C -3.509 1.070 -1.836 0.1 0.0 0.0 -0.681
O -2.277 1.758 -1.676 0.2 -0.1 -0.1 0.191
C -2.283 3.109 -1.577 0.0 0.0 0.0 0.812
C -3.468 3.833 -1.498 0.0 0.1 0.0 -0.802
C -3.443 5.217 -1.401 0.0 0.0 0.0 -0.706
C -2.229 5.882 -1.387 0.0 0.0 0.0 -1.018
C -1.051 5.158 -1.459 0.1 0.1 0.0 -0.133
C -1.039 3.771 -1.545 0.0 -0.1 0.0 -0.163
N 0.188 3.012 -1.624 0.0 0.2 0.1 0.364
N 1.188 3.752 -1.419 0.0 -0.1 0.0 -0.277
C 2.487 3.322 -1.418 0.0 0.0 0.0 -0.290
C 2.963 1.976 -1.518 0.1 0.0 0.0 0.610
O 2.263 0.935 -1.665 -0.1 0.2 -0.1 -0.479
C 4.401 1.775 -1.383 -0.1 0.0 -0.1 -0.803
C 5.269 2.789 -1.237 0.0 0.1 0.0 -1.049
C 4.822 4.151 -1.164 0.1 -0.1 0.0 0.963
C 5.741 5.201 -1.012 0.0 0.1 0.0 -0.848
C 5.321 6.503 -0.908 0.0 0.0 0.0 -0.528
C 3.945 6.770 -0.945 0.0 0.0 0.0 -0.790
C 3.032 5.755 -1.098 0.0 0.0 0.0 -0.250
C 3.439 4.409 -1.228 -0.1 0.0 0.0 0.705
H -4.034 1.416 -2.731 0.0 0.0 0.0 0.493
H -4.142 1.194 -0.957 0.0 0.0 0.1 0.353
H -3.255 0.018 -1.951 0.0 0.0 0.0 -0.299
H -4.415 3.314 -1.496 0.0 0.0 0.0 0.414
H -4.375 5.765 -1.341 0.0 0.0 0.0 0.391
H -2.193 6.962 -1.321 0.0 0.0 0.0 0.379
H -0.097 5.668 -1.449 -0.1 0.0 0.0 0.443
H 4.727 0.743 -1.418 0.0 0.0 0.0 0.457
H 6.333 2.593 -1.154 0.0 0.0 0.0 0.331
H 6.798 4.961 -0.973 0.0 0.0 0.0 0.373
H 6.035 7.308 -0.795 0.0 0.0 0.0 0.373
H 3.593 7.790 -0.847 0.0 0.0 0.0 0.390
H 1.976 5.978 -1.113 0.0 0.0 0.0 0.353
Te 1.759 -2.508 1.556 -0.4 -0.1 0.0 0.352
C 0.906 -4.249 2.412 0.0 0.1 0.0 0.020
C 1.641 -5.411 2.607 0.0 0.0 0.1 -0.417
C 1.012 -6.529 3.136 0.0 0.0 0.0 -0.345
N -0.275 -6.574 3.471 0.0 0.0 0.0 -0.683
C -0.973 -5.451 3.277 0.0 0.0 0.0 -0.354
C -0.440 -4.283 2.761 0.0 -0.1 0.0 -0.062
C 0.003 -1.856 0.597 0.6 0.4 -0.3 -0.597
P -0.255 -0.055 0.595 -0.3 -0.4 0.2 1.332
C 0.719 0.651 1.987 0.1 -0.1 -0.1 -0.916
C 0.435 0.339 3.317 0.0 0.0 0.0 -0.221
C 1.231 0.823 4.340 0.0 0.0 0.0 -0.685
C 2.324 1.633 4.051 0.0 0.0 0.0 -0.553
C 2.604 1.966 2.735 0.0 0.0 0.0 -0.435
C 1.801 1.477 1.710 0.0 0.0 0.0 -0.210
C -1.906 0.258 1.370 0.0 0.0 0.0 0.236
C -2.751 -0.742 1.832 0.0 0.0 0.0 0.256
C -3.996 -0.432 2.370 0.0 0.0 0.0 -0.607
C -4.406 0.889 2.465 0.0 0.0 0.0 -0.659
C -3.558 1.903 2.029 0.0 0.0 -0.1 -0.630
C -2.324 1.586 1.484 0.0 0.0 0.0 -0.815
P 0.056 -2.290 -1.170 -0.1 0.0 0.2 -0.136
C -1.685 -2.748 -1.602 0.0 0.0 0.0 0.819
C -2.621 -3.170 -0.664 0.0 0.0 0.0 0.171
C -3.921 -3.477 -1.043 0.0 0.0 0.0 -0.920
C -4.303 -3.366 -2.374 0.0 0.0 0.0 -0.536
C -3.376 -2.954 -3.323 0.0 0.0 0.0 -0.710
C -2.079 -2.644 -2.936 0.0 0.0 0.0 -0.735
C 0.804 -3.965 -1.320 0.0 0.0 0.0 0.168
C 1.965 -4.099 -2.077 0.0 0.0 0.0 -0.502
C 2.571 -5.338 -2.237 0.0 0.0 0.0 -0.578
C 2.019 -6.461 -1.636 0.0 0.0 0.0 -0.536
C 0.862 -6.339 -0.877 0.0 0.0 0.0 -0.644
C 0.258 -5.100 -0.725 0.0 0.0 0.0 -0.227
H 2.686 -5.460 2.327 0.0 0.0 0.0 0.356
H 1.573 -7.447 3.281 0.0 0.0 0.0 0.364
H -2.022 -5.493 3.554 0.0 0.0 0.0 0.364
H -1.065 -3.413 2.599 0.0 0.0 0.0 0.434
H -0.415 -0.294 3.548 0.0 0.0 0.0 0.358
H 1.004 0.563 5.367 0.0 0.0 0.0 0.386
H 2.951 2.006 4.852 0.0 0.0 0.0 0.362
H 3.445 2.606 2.498 0.0 0.0 0.0 0.520
H 2.017 1.742 0.684 0.0 0.0 0.0 0.344
H -2.408 -1.767 1.774 0.0 0.0 0.0 -0.155
H -4.642 -1.227 2.725 0.0 0.0 0.0 0.419
H -5.377 1.132 2.881 0.0 0.0 0.0 0.342
H -3.862 2.940 2.105 0.0 0.0 0.0 0.428
H -1.667 2.382 1.147 0.0 0.0 0.0 0.441
H -2.308 -3.258 0.369 0.0 0.0 0.0 0.265
H -4.639 -3.801 -0.300 0.0 0.0 0.0 0.415
H -5.318 -3.598 -2.670 0.0 0.0 0.0 0.373
H -3.665 -2.868 -4.363 0.0 0.0 0.0 0.407
H -1.360 -2.306 -3.675 0.0 0.0 0.0 0.394
H 2.401 -3.216 -2.530 0.0 0.0 0.0 0.378
H 3.476 -5.426 -2.824 0.0 0.0 0.0 0.386
H 2.489 -7.429 -1.756 0.0 0.0 0.0 0.368
H 0.432 -7.209 -0.397 0.0 0.0 0.0 0.436
H -0.638 -5.012 -0.123 0.0 0.0 0.0 0.237
```
Positions in Å, forces in eV/Å.

The value obtained for the HOMO energy is -3.81 eV. Its net charge is -1. The LUMO energy comes out at 2.1 eV.

Entry 2:
DFT (wB97M-V/def2-TZVPD) results for a cluster of 2 separate species, C2H4NP in total.

Geometry as XYZ:
```
8
Properties=species:S:1:pos:R:3:forces:R:3:mulliken_charge:R:1
C -0.332 -1.444 0.729 3.8 -2.3 1.0 -0.477
C 0.375 -0.972 -0.254 0.9 -0.6 1.0 -0.474
H 0.153 -2.173 1.409 -0.2 0.7 -0.2 0.167
H -1.284 -1.271 0.941 -4.1 0.8 0.4 0.305
H 1.415 -1.123 -0.321 1.1 -0.6 0.0 0.209
H 0.021 -0.394 -1.003 -1.5 2.0 -2.1 0.266
N -0.074 4.141 -0.181 0.0 0.2 0.3 -0.255
P -0.275 3.236 -1.320 0.0 -0.2 -0.2 0.259
```
Positions in Å, forces in eV/Å.

The value obtained for the HOMO energy is -10.44 eV. Its net charge is 0. The LUMO energy comes out at -0.2 eV.

Entry 3:
DFT (wB97M-V/def2-TZVPD) results for the ion C2H2N3S2 with charge -1.

Geometry as XYZ:
```
9
Properties=species:S:1:pos:R:3:forces:R:3:mulliken_charge:R:1
H 0.732 2.037 -0.061 0.1 1.1 0.5 0.208
N 0.374 1.114 -0.076 -2.2 -2.1 0.0 -0.431
C 1.179 0.110 0.067 2.3 2.1 -0.7 0.194
S 2.891 0.440 0.111 -0.3 -0.3 0.2 -0.512
N 0.657 -1.105 -0.015 1.1 -2.2 0.1 -0.600
C -0.626 -1.115 -0.046 0.8 1.7 0.3 0.103
N -1.367 -0.067 0.156 -0.4 2.4 0.0 -0.150
S -2.818 0.629 0.077 0.4 -0.6 -0.1 -0.296
H -1.022 -2.044 -0.213 -1.8 -2.1 -0.2 0.484
```
Positions in Å, forces in eV/Å.

The value obtained for the HOMO energy (alpha / beta) is -3.50 / -3.49 eV. Its net charge is -1. The LUMO energy (alpha / beta) comes out at 2.3 / 2.3 eV.

- Number 1 is which compound?
  C47H37N3O2P2TeTl

- Which formula does entry 2 have?
  C2H4NP

- What is the net charge in the third record?
  -1